Record 1
Below is C4H8O2 as an isolated structure, with properties calculated with ωB97M-V/def2-TZVPD.

- HOMO (eV) = -8.188
- E (eV) = -8368.296
- total charge = 0
- spin multiplicity = 1
- Kohn-Sham gap (hartree) = 0.330
- energy relative to the best compared isomer or geometry (same formula, charge and spin) (kJ/mol) = 481.02

Geometry (Å):
C: -2.042 -0.382 -0.245
C: -1.227 0.648 0.515
C: 0.657 1.027 0.429
O: 0.157 0.665 -0.696
O: 1.828 0.460 0.743
C: 2.415 -0.454 -0.205
H: -3.009 -0.491 0.265
H: -2.222 -0.084 -1.279
H: -1.553 -1.360 -0.238
H: -1.592 1.669 0.439
H: -1.130 0.354 1.563
H: 3.392 -0.716 0.207
H: 1.795 -1.349 -0.311
H: 2.532 0.012 -1.187

---

Record 2
Below is C9H64CdNO24 as an isolated structure in a non-equilibrium geometry, with properties calculated with ωB97M-V/def2-TZVPD.

- HOMO (eV) = -10.180
- E (eV) = -65560.730
- total charge = +1
- spin multiplicity = 1
- Kohn-Sham gap (hartree) = 0.231
- energy relative to the best compared isomer or geometry (same formula, charge and spin) (kJ/mol) = 0.00

Geometry (Å):
Cd: -9.576 15.376 26.014
C: -10.218 17.707 23.038
C: -9.274 16.828 22.266
C: -8.150 17.696 21.695
C: -7.052 16.929 21.002
C: -6.583 15.807 21.914
C: -7.678 14.940 22.564
N: -8.679 15.794 23.106
O: -9.610 15.089 23.868
C: -6.991 14.179 23.689
C: -8.153 13.905 21.520
C: -10.093 16.265 21.073
H: -10.983 17.133 23.546
H: -10.733 18.417 22.393
H: -9.686 18.298 23.802
H: -7.637 18.217 22.533
H: -8.581 18.542 21.148
H: -6.207 17.576 20.760
H: -7.417 16.545 20.044
H: -5.889 16.192 22.667
H: -6.022 15.128 21.259
H: -6.016 13.812 23.365
H: -7.571 13.306 24.007
H: -6.855 14.808 24.572
H: -8.547 14.411 20.636
H: -9.029 13.367 21.901
H: -7.380 13.204 21.219
H: -9.520 16.191 20.153
H: -10.946 16.926 20.923
H: -10.508 15.287 21.321
O: -5.338 11.765 25.625
H: -5.813 10.948 25.820
H: -5.106 11.706 24.690
O: -8.003 16.868 25.551
H: -7.459 17.463 26.083
H: -7.690 16.904 24.616
O: -12.326 14.884 23.080
H: -11.446 15.111 23.449
H: -12.914 15.620 23.311
O: -5.074 13.466 19.315
H: -4.322 13.360 19.912
H: -5.191 12.596 18.912
O: -6.318 20.875 21.294
H: -6.139 19.929 21.302
H: -7.269 20.954 21.465
O: -13.698 17.715 23.046
H: -14.521 18.103 23.366
H: -13.688 17.938 22.097
O: -12.244 12.378 20.776
H: -11.789 13.219 20.706
H: -12.547 12.361 21.691
O: -11.005 16.949 25.993
H: -10.734 17.899 26.067
H: -11.970 16.928 25.929
O: -14.165 17.824 20.114
H: -15.044 17.493 19.901
H: -13.554 17.190 19.692
O: -5.393 15.905 17.798
H: -5.175 15.262 18.490
H: -5.772 15.373 17.092
O: -7.959 14.094 18.100
H: -7.490 13.620 17.405
H: -7.302 14.253 18.790
O: -8.684 18.331 18.188
H: -9.221 18.014 17.453
H: -8.158 17.566 18.447
O: -2.884 17.356 23.991
H: -3.695 17.041 23.580
H: -2.455 17.874 23.299
O: -9.892 10.691 19.325
H: -9.915 10.214 20.158
H: -10.367 11.519 19.504
O: -8.789 21.464 22.758
H: -9.601 20.993 22.973
H: -8.420 21.787 23.588
O: -5.550 14.315 26.718
H: -4.946 14.359 27.470
H: -5.427 13.406 26.350
O: -10.894 13.334 18.385
H: -10.886 12.800 17.581
H: -10.088 13.880 18.335
O: -9.899 11.383 24.264
H: -9.803 10.724 23.570
H: -9.675 12.226 23.842
O: -3.575 18.758 20.007
H: -4.361 18.948 19.482
H: -2.842 18.938 19.408
O: -10.016 19.553 26.125
H: -9.608 19.832 25.296
H: -10.504 20.325 26.442
O: -8.185 13.837 26.585
H: -8.428 13.249 27.315
H: -7.191 13.984 26.683
O: -13.764 20.735 22.348
H: -12.930 20.255 22.351
H: -13.922 20.950 21.421
O: -12.473 15.720 19.143
H: -11.891 15.126 18.633
H: -12.134 15.675 20.044

---

Record 3
Below is C5H8N2O as an isolated structure in a non-equilibrium geometry, with properties calculated with ωB97M-V/def2-TZVPD.

- HOMO (eV) = -9.943
- E (eV) = -10340.555
- total charge = 0
- spin multiplicity = 1
- Kohn-Sham gap (hartree) = 0.393
- energy relative to the best compared isomer or geometry (same formula, charge and spin) (kJ/mol) = 209.50

Geometry (Å):
C: 1.155 -1.257 0.385
C: 0.174 -0.108 0.582
C: -0.697 1.476 -0.332
C: -0.940 -0.026 -0.384
C: -2.208 -0.669 -0.224
H: 2.208 -0.197 -0.795
H: 0.620 -2.157 0.248
H: 1.897 -1.322 1.138
H: -0.170 -0.005 1.605
H: 1.284 1.810 0.622
H: -1.344 1.885 0.467
H: -0.791 2.046 -1.247
H: -0.518 -0.444 -1.319
N: 0.698 1.179 0.084
N: -3.258 -1.109 -0.040
O: 1.890 -1.103 -0.792

---

Record 4
Below is C21H24F9N2ORuS2 as an isolated structure, with properties calculated with ωB97M-V/def2-TZVPD.

- HOMO (spin up / spin down) (eV) = -6.998 / -7.918
- E (eV) = -75903.624
- total charge = 0
- ⟨S²⟩ = 8.768
- spin multiplicity = 6
- Kohn-Sham gap (spin up / spin down) (hartree) = 0.275 / 0.240
- energy relative to the best compared isomer or geometry (same formula, charge and spin) (kJ/mol) = 23.30

Geometry (Å):
Ru: -0.199 0.119 -0.297
C: 3.631 -0.763 -0.679
C: 2.690 -0.399 0.443
C: 2.220 -1.374 1.309
C: 1.430 -1.047 2.409
C: 1.076 0.265 2.635
C: 1.492 1.259 1.747
C: 2.304 0.933 0.667
H: 4.645 -0.874 -0.289
H: 3.648 0.002 -1.454
H: 3.344 -1.710 -1.141
H: 2.455 -2.413 1.110
H: 1.064 -1.831 3.060
H: 0.459 0.525 3.485
H: 1.270 2.296 1.957
H: 2.713 1.715 0.046
C: 0.492 1.600 -4.955
C: 0.008 1.404 -3.533
S: 1.067 0.672 -2.454
C: -1.278 1.839 -3.164
C: -2.189 2.466 -4.194
S: -1.892 1.691 -1.601
H: 1.495 1.204 -5.074
H: 0.501 2.660 -5.231
H: -0.166 1.082 -5.660
H: -1.675 2.691 -5.130
H: -2.621 3.386 -3.801
H: -3.019 1.788 -4.414
F: 0.696 -4.494 -0.356
C: -0.633 -4.351 -0.299
F: -0.976 -4.442 0.997
F: -1.189 -5.394 -0.939
C: -1.059 -2.958 -0.884
O: -0.339 -2.021 -0.231
C: -2.595 -2.775 -0.644
F: -3.337 -3.779 -1.136
F: -3.050 -1.632 -1.178
F: -2.845 -2.706 0.680
C: -0.781 -2.944 -2.431
F: -1.075 -1.752 -2.965
F: -1.501 -3.870 -3.092
F: 0.517 -3.181 -2.665
N: -1.783 0.786 1.230
C: -2.821 0.757 1.740
N: -3.992 0.762 2.354
C: -4.684 2.032 2.652
C: -6.101 1.975 2.106
C: -6.832 0.748 2.654
C: -6.073 -0.535 2.304
C: -4.643 -0.481 2.816
H: -4.111 2.848 2.222
H: -4.705 2.164 3.737
H: -6.048 1.911 1.015
H: -6.627 2.899 2.358
H: -7.851 0.704 2.269
H: -6.907 0.834 3.745
H: -6.054 -0.669 1.218
H: -6.566 -1.410 2.735
H: -4.064 -1.321 2.465
H: -4.633 -0.491 3.910